{"formula": "C5H11NO3S", "method": "ωB97M-V/def2-TZVPD", "species": ["C", "C", "N", "O", "O", "H", "H", "H", "H", "H", "C", "C", "S", "C", "O", "H", "H", "H", "H", "H", "H"], "coordinates": [[2.923, -1.469, 0.581], [1.854, -0.444, 0.918], [1.842, 0.714, 0.350], [1.056, 1.626, 0.252], [3.061, 1.012, -0.475], [2.604, -1.932, -0.405], [2.976, -2.205, 1.327], [3.813, -0.924, 0.367], [1.070, -0.525, 1.674], [2.685, 1.681, -1.067], [-3.276, 0.706, -0.309], [-2.085, 0.419, 0.685], [-1.565, -1.367, 0.682], [-0.371, -1.143, -0.551], [0.363, -1.952, -1.034], [-3.629, 1.678, -0.479], [-3.043, 0.282, -1.215], [-4.115, 0.184, 0.148], [-2.217, 0.656, 1.695], [-1.168, 1.020, 0.386], [-0.339, -0.133, -0.929]], "energy_ha": -875.62179, "gap_ev": 9.80, "smiles": "C/C=[N+](/[O-])O.CCSC=O", "relative_energy_kcal_mol": 96.16, "e_homo_ev": -9.15}

=====

{"formula": "C2H11NO2S", "method": "ωB97M-V/def2-TZVPD", "species": ["N", "C", "C", "S", "H", "H", "H", "H", "H", "H", "H", "O", "H", "H", "O", "H", "H"], "coordinates": [[-0.565, 0.197, -2.550], [-0.058, 0.124, -1.173], [1.453, -0.179, -1.249], [2.298, 0.184, 0.343], [-0.773, -0.734, -2.916], [-1.505, 0.577, -2.474], [-0.152, 1.062, -0.637], [-0.483, -0.659, -0.535], [1.864, 0.370, -2.090], [1.574, -1.237, -1.483], [1.921, -0.922, 1.001], [-1.384, 1.958, 2.286], [-0.889, 2.155, 1.493], [-1.136, 2.606, 2.931], [-0.916, -1.957, 2.083], [-0.760, -1.038, 2.242], [-0.490, -2.507, 2.728]], "energy_ha": -686.19816, "gap_ev": 9.73, "smiles": "NCCS.O.O", "relative_energy_kcal_mol": 10.80, "e_homo_ev": -9.13}

=====

{"formula": "C17H21BHfN6", "method": "ωB97M-V/def2-TZVPD", "species": ["H", "N", "B", "N", "C", "Hf", "H", "C", "H", "C", "H", "C", "H", "H", "H", "N", "N", "N", "N", "C", "C", "H", "H", "C", "C", "C", "C", "H", "H", "H", "H", "H", "C", "C", "C", "C", "C", "C", "C", "H", "H", "H", "H", "H", "H", "H"], "coordinates": [[0.943, 3.075, 0.945], [0.385, 1.843, -0.671], [0.280, 0.481, -2.835], [0.678, 1.750, -2.002], [1.576, 2.707, -2.278], [-0.214, -1.492, 0.117], [1.971, 2.791, -3.282], [1.820, 3.439, -1.116], [2.471, 4.291, -1.032], [1.054, 2.864, -0.108], [0.291, 0.705, -4.015], [-0.258, -3.622, 0.298], [-0.552, -3.946, 1.311], [0.719, -4.087, 0.081], [-0.992, -4.052, -0.406], [-1.138, 0.033, -2.358], [1.347, -0.601, -2.480], [-1.364, -0.554, -1.106], [1.325, -1.229, -1.245], [-2.309, 0.154, -2.999], [2.472, -0.944, -3.124], [-2.321, 0.565, -3.999], [2.671, -0.570, -4.120], [-3.334, -0.334, -2.191], [3.218, -1.791, -2.305], [-2.748, -0.744, -1.004], [2.490, -1.959, -1.133], [-4.374, -0.404, -2.464], [4.174, -2.232, -2.525], [-3.187, -1.135, -0.100], [2.703, -2.555, -0.258], [-0.401, 1.348, -0.252], [0.802, -0.630, 1.914], [-0.128, 0.007, 2.896], [-1.180, -0.727, 3.490], [-2.096, -0.074, 4.321], [-1.973, 1.296, 4.588], [-0.905, 2.016, 4.025], [0.025, 1.376, 3.206], [1.555, 0.084, 1.555], [1.319, -1.509, 2.341], [-1.279, -1.806, 3.297], [-2.918, -0.640, 4.770], [-2.712, 1.808, 5.213], [-0.795, 3.083, 4.232], [0.889, 1.921, 2.809]], "energy_ha": -1061.27282, "gap_ev": 6.89, "total_charge": 2, "e_homo_ev": -13.84}

=====

{"formula": "C42H64F25N4O11S2", "method": "ωB97M-V/def2-TZVPD", "species": ["C", "C", "N", "C", "O", "C", "C", "C", "C", "C", "F", "F", "C", "F", "F", "S", "F", "F", "F", "F", "F", "N", "C", "N", "S", "C", "C", "C", "C", "C", "C", "C", "C", "C", "C", "N", "C", "C", "F", "H", "H", "H", "H", "H", "H", "H", "H", "H", "H", "H", "H", "H", "H", "H", "H", "H", "H", "H", "H", "H", "H", "H", "H", "H", "H", "H", "H", "H", "H", "H", "H", "H", "H", "H", "H", "H", "H", "H", "C", "C", "O", "C", "O", "C", "F", "F", "F", "H", "H", "H", "H", "H", "C", "C", "O", "C", "O", "C", "F", "F", "F", "H", "H", "H", "H", "H", "C", "C", "O", "C", "O", "C", "F", "F", "F", "H", "H", "H", "H", "H", "C", "C", "O", "C", "O", "C", "F", "F", "F", "H", "H", "H", "H", "H", "C", "C", "O", "C", "O", "C", "F", "F", "F", "H", "H", "H", "H", "H"], "coordinates": [[-1.701, 2.348, -4.274], [-0.035, 2.369, -4.131], [0.588, 0.992, -4.183], [0.746, 0.392, -2.771], [-0.212, 0.932, -1.795], [2.249, 0.926, -2.264], [2.510, 0.490, -0.701], [4.028, 0.807, -0.148], [4.025, 1.381, 1.423], [4.383, 0.197, 2.524], [3.884, -1.074, 1.870], [5.870, -0.044, 2.655], [3.589, 0.295, 3.937], [3.944, -0.939, 4.733], [2.121, 0.129, 3.622], [3.775, 1.844, 4.935], [2.746, 2.789, 3.947], [2.343, 1.367, 5.820], [4.668, 0.919, 6.119], [5.212, 2.361, 4.175], [3.912, 3.191, 5.987], [2.087, -0.968, -0.554], [1.929, -1.647, -1.901], [2.811, -2.663, -2.198], [4.023, -3.071, -0.984], [2.751, -3.396, -3.520], [2.904, -5.030, -3.320], [1.569, -5.747, -2.668], [0.264, -5.604, -3.682], [1.254, -5.302, -1.115], [-0.001, -6.139, -0.422], [-0.671, -5.127, 0.684], [-1.334, -5.520, 1.958], [-1.034, -6.878, 2.834], [-2.456, -4.441, 2.565], [0.845, -1.114, -2.819], [-0.481, -1.812, -2.631], [-1.692, -1.269, -3.613], [-0.914, -1.907, -1.186], [-2.070, 3.389, -3.872], [-2.112, 1.532, -3.521], [-2.024, 2.114, -5.377], [0.331, 3.041, -3.233], [0.335, 2.935, -5.115], [1.524, 1.005, -4.651], [0.104, 1.806, -1.398], [2.170, 2.115, -2.326], [3.106, 0.627, -3.007], [1.724, 1.112, -0.053], [4.795, -0.074, -0.305], [4.455, 1.714, -0.795], [2.968, 1.865, 1.571], [4.913, 2.167, 1.469], [1.203, -0.965, 0.002], [3.477, -3.851, 0.048], [3.712, -3.062, -4.143], [1.818, -3.155, -4.183], [3.016, -5.483, -4.419], [3.898, -5.347, -2.759], [1.822, -6.913, -2.626], [0.481, -4.835, -4.565], [-0.698, -5.267, -3.080], [0.103, -6.653, -4.225], [0.938, -4.165, -1.069], [2.214, -5.546, -0.481], [0.367, -7.147, 0.097], [-0.815, -6.434, -1.224], [-0.594, -3.957, 0.468], [-1.033, -6.545, 3.977], [0.035, -7.272, 2.538], [-1.888, -7.657, 2.600], [-2.176, -4.088, 3.663], [-3.560, -4.829, 2.468], [-2.393, -3.460, 1.897], [-0.302, -2.948, -2.953], [-2.357, -0.555, -2.939], [-2.368, -2.190, -3.880], [-1.324, -0.776, -4.609], [-6.188, -3.711, -8.113], [-4.937, -4.004, -8.921], [-3.906, -3.050, -8.621], [-3.191, -3.278, -7.474], [-3.389, -4.225, -6.718], [-2.099, -2.219, -7.305], [-2.551, -0.954, -7.535], [-1.059, -2.413, -8.165], [-1.561, -2.205, -6.053], [-6.515, -2.678, -8.273], [-6.999, -4.388, -8.397], [-6.003, -3.823, -7.041], [-5.159, -3.907, -9.988], [-4.580, -5.027, -8.758], [-2.572, 1.421, 0.898], [-2.006, 2.830, 0.905], [-2.772, 3.686, 0.044], [-3.940, 4.178, 0.567], [-4.346, 3.924, 1.697], [-4.625, 5.110, -0.434], [-4.656, 4.596, -1.697], [-3.991, 6.315, -0.531], [-5.919, 5.386, -0.107], [-2.634, 1.037, -0.125], [-1.945, 0.750, 1.492], [-3.587, 1.400, 1.308], [-0.985, 2.816, 0.514], [-1.957, 3.242, 1.920], [4.400, 5.774, 8.338], [4.572, 6.306, 6.927], [4.580, 7.742, 6.926], [5.766, 8.338, 7.270], [6.782, 7.720, 7.571], [5.645, 9.860, 7.178], [4.502, 10.335, 7.749], [5.634, 10.297, 5.886], [6.673, 10.513, 7.791], [3.503, 6.197, 8.802], [4.317, 4.683, 8.333], [5.247, 6.052, 8.973], [3.724, 5.991, 6.312], [5.478, 5.911, 6.453], [-11.774, -7.186, -8.659], [-11.603, -6.654, -10.070], [-11.595, -5.218, -10.072], [-10.409, -4.622, -9.728], [-9.393, -5.240, -9.426], [-10.529, -3.100, -9.820], [-11.673, -2.625, -9.248], [-10.541, -2.662, -11.112], [-9.502, -2.447, -9.207], [-12.671, -6.763, -8.195], [-11.858, -8.277, -8.664], [-10.927, -6.907, -8.025], [-12.451, -6.968, -10.686], [-10.697, -7.049, -10.545], [7.375, 7.650, 11.241], [6.483, 6.665, 11.973], [6.814, 6.624, 13.370], [6.295, 7.631, 14.142], [5.589, 8.535, 13.706], [6.685, 7.436, 15.608], [8.003, 7.122, 15.767], [5.981, 6.426, 16.197], [6.467, 8.545, 16.369], [8.430, 7.415, 11.413], [7.176, 7.627, 10.165], [7.215, 8.672, 11.599], [6.647, 5.658, 11.577], [5.420, 6.897, 11.832]], "energy_ha": -5977.65130, "gap_ev": 5.75, "total_charge": 1, "e_homo_ev": -10.40}

=====

{"formula": "C29H27CdIN3S5", "method": "ωB97M-V/def2-TZVPD", "species": ["Cd", "C", "C", "C", "C", "C", "H", "H", "H", "H", "H", "S", "C", "N", "C", "C", "N", "C", "C", "C", "C", "C", "C", "C", "C", "S", "C", "C", "C", "C", "C", "C", "C", "H", "H", "H", "H", "H", "H", "H", "H", "H", "H", "H", "H", "H", "H", "H", "H", "H", "H", "S", "C", "S", "S", "I", "C", "C", "C", "C", "N", "C", "H", "H", "H", "H"], "coordinates": [[2.952, 0.794, 2.038], [2.541, -2.258, 4.330], [3.574, -1.365, 3.989], [3.672, -1.169, 2.550], [2.625, -2.117, 2.036], [1.936, -2.654, 3.123], [2.313, -2.352, 5.357], [4.239, -0.804, 4.580], [4.604, -1.265, 2.176], [2.421, -2.459, 1.076], [1.085, -3.304, 3.158], [1.621, -2.217, -4.865], [0.812, -1.602, -3.570], [0.642, -0.260, -3.375], [-0.050, 0.242, -2.220], [-1.183, -0.695, -1.893], [-0.780, -2.043, -1.747], [-1.598, -2.850, -0.893], [-1.982, -2.300, 0.433], [-1.100, -1.725, 1.387], [-1.590, -1.098, 2.495], [-2.894, -1.222, 2.745], [-3.863, -1.769, 1.839], [-3.335, -2.305, 0.713], [0.240, -2.548, -2.415], [1.041, -4.028, -2.171], [1.088, 0.680, -4.298], [-0.084, 1.218, -4.999], [-0.604, 2.493, -4.811], [-1.899, 2.905, -5.095], [-2.657, 1.961, -5.823], [-2.115, 0.703, -6.188], [-0.815, 0.365, -5.838], [-0.507, 1.181, -2.455], [0.597, 0.237, -1.379], [-1.933, -0.647, -2.695], [-1.789, -0.357, -1.021], [-1.113, -3.790, -0.720], [-2.461, -3.109, -1.506], [-0.021, -1.837, 1.156], [-0.893, -0.533, 3.088], [-3.337, -0.835, 3.636], [-4.944, -1.797, 2.077], [-3.899, -2.773, -0.114], [1.816, 0.232, -4.922], [1.555, 1.512, -3.715], [0.137, 3.128, -4.190], [-2.214, 3.907, -4.923], [-3.672, 2.222, -6.125], [-2.712, 0.041, -6.812], [-0.339, -0.545, -6.194], [1.415, 3.281, -1.427], [1.949, 2.494, -0.032], [0.815, 1.614, 0.903], [3.621, 2.606, 0.422], [-0.985, 0.519, 6.755], [0.067, 1.731, 5.467], [-0.233, 3.108, 5.335], [0.567, 3.923, 4.564], [1.624, 3.407, 3.885], [1.898, 2.118, 4.000], [1.141, 1.304, 4.768], [-1.066, 3.465, 5.874], [0.339, 4.954, 4.592], [2.218, 4.029, 3.182], [1.501, 0.258, 4.705]], "energy_ha": -3741.92293, "gap_ev": 6.19, "relative_energy_kcal_mol": 35.30, "total_charge": -1, "e_homo_ev": -4.43}

=====

{"formula": "C2H6N4O2", "method": "ωB97M-V/def2-TZVPD", "species": ["H", "N", "C", "N", "N", "O", "C", "N", "O", "H", "H", "H", "H", "H"], "coordinates": [[-0.394, -2.674, -1.022], [-0.533, -1.847, -0.273], [0.394, -0.951, -0.482], [1.346, -0.725, -1.487], [0.594, -0.259, 0.729], [0.875, 1.146, 0.574], [-0.229, 1.737, 0.224], [-1.446, 1.653, 0.659], [-1.299, 0.828, 1.832], [1.480, -1.351, -2.296], [2.049, -0.179, -1.040], [-0.350, -0.469, 1.207], [-0.181, 2.409, -0.574], [-2.304, 0.682, 1.947]], "energy_ha": -449.14696, "gap_ev": 10.27, "smiles": "[H]/N=C(\\N)NO/C=N\\O", "relative_energy_kcal_mol": 109.32, "e_homo_ev": -9.49}

=====

{"formula": "C30H57N3O6P", "method": "ωB97M-V/def2-TZVPD", "species": ["C", "C", "C", "N", "C", "C", "C", "C", "O", "C", "O", "C", "C", "C", "C", "O", "O", "C", "C", "C", "C", "C", "N", "C", "N", "P", "O", "O", "H", "H", "H", "H", "H", "H", "H", "H", "H", "H", "H", "H", "H", "H", "H", "H", "H", "H", "H", "H", "H", "H", "H", "H", "H", "H", "H", "H", "H", "C", "C", "C", "C", "C", "C", "H", "H", "H", "H", "H", "H", "H", "H", "H", "H", "H", "H", "H", "H", "C", "C", "C", "C", "C", "C", "H", "H", "H", "H", "H", "H", "H", "H", "H", "H", "H", "H", "H", "H"], "coordinates": [[8.384, 2.236, -0.362], [6.826, 1.950, -0.897], [6.514, 2.387, -2.448], [5.922, 1.340, -0.038], [5.203, 0.187, -0.756], [3.587, 0.434, -1.108], [2.836, 1.822, -0.649], [2.117, 2.653, -1.866], [2.877, 2.702, -3.125], [2.071, 3.284, -4.223], [1.985, 4.616, -4.476], [2.821, -0.817, -1.908], [1.224, -0.753, -2.313], [0.287, -1.016, -0.970], [1.215, -1.694, 0.243], [1.474, -3.028, 0.281], [1.803, -0.840, 1.327], [3.634, -2.224, -2.306], [2.953, -3.501, -3.079], [3.697, -4.945, -2.807], [4.685, -5.398, -4.035], [6.271, -5.554, -3.617], [7.161, -4.495, -4.279], [5.212, -2.285, -1.852], [5.917, -1.126, -1.135], [7.658, -1.446, -0.721], [8.000, -0.732, 0.867], [7.816, -3.187, -0.403], [8.563, 1.878, 0.738], [9.070, 1.540, -1.047], [8.734, 3.340, -0.578], [6.801, 3.521, -2.656], [7.179, 1.691, -3.152], [5.400, 2.164, -2.729], [1.958, 1.490, 0.088], [3.550, 2.498, 0.028], [2.026, 3.781, -1.488], [0.990, 2.311, -2.057], [1.504, 2.497, -4.918], [0.920, 0.266, -2.813], [0.908, -1.599, -3.085], [-0.079, 0.027, -0.534], [-0.657, -1.681, -1.184], [2.705, -1.211, 1.580], [1.815, -3.659, -2.761], [2.976, -3.303, -4.235], [4.267, -4.964, -1.762], [2.860, -5.788, -2.726], [4.638, -4.685, -4.982], [4.345, -6.473, -4.429], [6.439, -5.425, -2.456], [6.728, -6.603, -3.944], [7.916, -4.173, -3.610], [6.577, -3.677, -4.597], [5.809, -3.269, -2.082], [7.471, -1.211, 1.582], [7.324, -3.313, 0.483], [-2.179, -2.724, 1.837], [-3.001, -1.512, 1.429], [-2.521, -0.212, 2.080], [-2.610, -0.177, 3.610], [-4.008, -0.418, 4.185], [-5.015, 0.645, 3.772], [-2.244, -2.914, 2.913], [-2.544, -3.618, 1.322], [-1.126, -2.587, 1.573], [-4.056, -1.687, 1.655], [-2.938, -1.398, 0.340], [-3.093, 0.623, 1.662], [-1.477, -0.036, 1.792], [-2.245, 0.798, 3.956], [-1.924, -0.920, 4.034], [-3.937, -0.419, 5.280], [-4.379, -1.408, 3.901], [-4.688, 1.639, 4.092], [-5.988, 0.443, 4.233], [-5.161, 0.662, 2.687], [-9.429, 2.057, 4.488], [-9.071, 1.931, 3.015], [-8.092, 3.007, 2.539], [-8.608, 4.448, 2.635], [-9.906, 4.725, 1.873], [-9.771, 4.523, 0.371], [-9.934, 3.004, 4.701], [-10.106, 1.249, 4.782], [-8.533, 1.994, 5.112], [-9.982, 1.947, 2.410], [-8.613, 0.948, 2.851], [-7.806, 2.790, 1.504], [-7.169, 2.932, 3.127], [-7.825, 5.121, 2.264], [-8.756, 4.714, 3.689], [-10.199, 5.767, 2.056], [-10.721, 4.104, 2.258], [-8.995, 5.172, -0.043], [-10.716, 4.763, -0.128], [-9.522, 3.486, 0.124]], "energy_ha": -2133.55589, "gap_ev": 6.89, "relative_energy_kcal_mol": 397.91, "total_charge": 1, "e_homo_ev": -11.56}

=====

{"formula": "C5H7NO", "method": "ωB97M-V/def2-TZVPD", "species": ["C", "C", "C", "C", "N", "C", "O", "H", "H", "H", "H", "H", "H", "H"], "coordinates": [[0.217, -0.968, 1.604], [-0.074, -0.354, 0.257], [-0.807, 0.952, 0.083], [-0.593, 1.344, -1.177], [0.303, 0.448, -1.879], [1.048, -0.115, -0.738], [2.213, -0.363, -0.703], [-0.672, -0.942, 2.243], [1.038, -0.470, 2.128], [0.499, -2.014, 1.454], [-0.635, -1.075, -0.418], [-1.457, 1.411, 0.819], [-1.036, 2.169, -1.722], [-0.289, -0.412, -2.014]], "energy_ha": -324.66187, "gap_ev": 10.21, "smiles": "C[C@H]1C=CNC1=O", "relative_energy_kcal_mol": 39.28, "e_homo_ev": -9.53}